Entry 1:
This record from the Open Molecules 2025 dataset describes a structure of composition C20H32CeF3N2O4 at a distorted geometry. The level of theory is ωB97M-V/def2-TZVPD.

Computed properties:
Frontier orbital gap (alpha / beta), eV: 8.15 / 8.19
HOMO energy (alpha / beta), eV: -8.338 / -8.381
Calculated total energy, hartree: -1966.5647

Geometry as ORCA input:
```
! wB97M-V def2-TZVPD RIJCOSX def2/J DEFGRID3
* xyz 0 2
Ce -1.18091 -0.84385 0.35010
C 1.39437 -0.72895 0.73492
C 0.99765 0.65409 0.86790
C 0.69416 1.16149 -0.44979
C 0.75428 0.02141 -1.29387
C 1.18192 -1.10758 -0.59912
C 1.53909 -2.40339 -1.29216
C 2.90044 -2.18255 -2.01055
C 1.67298 -3.45580 -0.18814
C 0.59594 -2.92749 -2.39047
C 0.44897 2.59599 -0.91749
C 1.62144 3.50579 -0.51248
C -0.93111 3.06874 -0.46166
C 0.51487 2.57047 -2.45088
C 1.09610 1.33715 2.21976
C 2.47090 1.99684 2.23187
C 1.23433 0.20082 3.31875
C -0.10010 2.16413 2.67688
H 1.66780 -1.43824 1.51103
H 0.39982 -0.00073 -2.29634
H 3.75851 -2.32119 -1.34155
H 2.96164 -1.28568 -2.69301
H 3.09271 -3.09524 -2.59293
H 2.59870 -3.19934 0.41162
H 1.77402 -4.51901 -0.42601
H 0.75191 -3.46523 0.47231
H 0.64460 -2.39160 -3.31628
H -0.41163 -2.95849 -2.02213
H 0.86742 -3.96718 -2.61990
H 1.72638 3.57855 0.59718
H 1.42318 4.54290 -0.83539
H 2.54309 3.16135 -0.98482
H -0.99782 3.49417 0.53028
H -1.79623 2.36809 -0.61496
H -1.16404 3.97781 -1.13360
H 1.46759 2.12280 -2.79228
H 0.48439 3.59637 -2.86119
H -0.28169 1.99450 -2.89305
H 3.05300 1.61190 3.05647
H 2.49930 3.08344 2.42560
H 3.05552 1.86581 1.30394
H 2.20465 -0.35523 3.20990
H 0.34295 -0.46561 3.37318
H 1.38239 0.57160 4.31919
H -0.08940 3.16332 2.15731
H -0.17956 2.17888 3.77053
H -1.04593 1.74227 2.35279
N -2.64853 -2.98562 1.07451
N -3.11839 -2.71258 2.36431
C -2.93967 -1.39537 2.89741
O -3.68478 -1.08061 3.81971
O -1.89339 -0.76984 2.42174
H -3.35549 -3.11167 0.31771
H -2.03045 -3.76791 1.11249
H -4.07330 -2.92963 2.60385
F -3.90611 -0.81592 -3.86821
C -4.08406 0.01642 -2.86778
F -3.91160 1.30672 -3.30680
F -5.43246 -0.12609 -2.51247
C -3.12982 -0.20273 -1.62681
O -3.00629 0.64202 -0.70975
O -2.42427 -1.28550 -1.62141
*
```

Entry 2:
This record from the Open Molecules 2025 dataset describes a cluster of 11 separate species, C42H84O34S in total at a distorted geometry. The level of theory is ωB97M-V/def2-TZVPD.

Computed properties:
Frontier orbital gap, eV: 10.73
HOMO energy, eV: -10.488
SMILES: O=S1(=O)OCCO1.CCOC(=O)OC.CCOC(=O)OC.CCOC(=O)OC.CCOC(=O)OC.CCOC(=O)OC.CCOC(=O)OC.CCOC(=O)OC.CCOC(=O)OC.CCOC(=O)OC.CCOC(=O)OC
Relative energy (zero: lowest compared OMol25 entry of this formula, charge and spin), kJ/mol: 24.0
Calculated total energy, hartree: -4607.1276

Geometry as ORCA input:
```
! wB97M-V def2-TZVPD RIJCOSX def2/J DEFGRID3
* xyz 0 1
C 6.16013 1.52044 -2.80667
C 6.54839 1.22422 -1.38319
O 5.69684 0.15920 -0.91911
C 6.16472 -0.90261 -0.27574
O 7.33542 -1.17384 -0.03718
O 5.11677 -1.62162 0.14062
C 5.26736 -2.84729 0.84049
H 6.54918 2.46900 -3.16323
H 5.07280 1.46301 -2.89322
H 6.53173 0.70599 -3.43177
H 6.43601 1.97129 -0.59361
H 7.61437 0.97714 -1.33867
H 5.84041 -2.72947 1.75976
H 5.67301 -3.61588 0.18629
H 4.26074 -3.17493 1.09792
C -1.96155 3.58430 0.97330
C -2.30197 2.26289 0.31509
O -3.70854 2.12377 0.14446
C -4.12079 0.92149 -0.19781
O -3.41412 0.00221 -0.40595
O -5.43128 0.89591 -0.19264
C -6.05455 -0.32067 -0.62588
H -2.44866 4.37474 0.40586
H -0.87602 3.73435 0.88782
H -2.05273 3.62370 2.05769
H -1.82738 1.45301 0.85566
H -1.86688 2.30087 -0.68487
H -7.08753 -0.27957 -0.28696
H -5.59690 -1.19016 -0.15024
H -6.03114 -0.41714 -1.70720
C 1.14175 2.66238 6.05229
C 0.37068 2.28448 4.82292
O -1.02384 2.44551 5.04579
C -1.86077 1.79389 4.23774
O -1.53921 1.26934 3.22283
O -3.07942 1.89658 4.74631
C -4.18808 1.36652 4.00457
H 1.04383 3.69271 6.38138
H 2.18562 2.42354 5.80902
H 0.98839 2.01053 6.91654
H 0.60129 1.24104 4.57487
H 0.71737 2.82870 3.93975
H -5.00018 2.06737 4.15756
H -4.44703 0.35776 4.32020
H -3.95965 1.28540 2.93961
C 3.69572 -1.76018 -3.50906
C 3.10814 -3.14208 -3.28616
O 3.86865 -3.90034 -2.35584
C 4.97676 -4.46805 -2.75767
O 5.49875 -4.33483 -3.80436
O 5.50973 -5.07926 -1.70322
C 6.89199 -5.36236 -1.73765
H 3.73179 -1.13860 -2.61227
H 2.95664 -1.33027 -4.19718
H 4.66532 -1.73835 -3.99674
H 3.26509 -3.63658 -4.25386
H 2.03967 -3.13884 -3.12462
H 7.51636 -4.50444 -1.97056
H 7.08243 -6.12409 -2.49943
H 7.14552 -5.83454 -0.79473
C -1.31214 3.60125 -3.05222
C -1.52194 4.75422 -4.01799
O -0.26227 5.26657 -4.44458
C -0.23276 6.43443 -5.04198
O -1.18326 7.05027 -5.40455
O 1.00245 6.66819 -5.27948
C 1.43052 7.87424 -5.86334
H -0.78815 4.00443 -2.17736
H -0.66439 2.80288 -3.41868
H -2.27878 3.20158 -2.75033
H -2.07418 5.54647 -3.49921
H -2.14197 4.47863 -4.87822
H 1.06933 8.02753 -6.88119
H 2.51351 7.86334 -5.97397
H 1.15707 8.66420 -5.16581
C 3.32438 3.29716 -1.17198
C 2.25648 4.25194 -0.68729
O 2.04595 5.29526 -1.60491
C 2.81737 6.36662 -1.61877
O 3.83553 6.49561 -1.00971
O 2.23253 7.26601 -2.39140
C 2.84310 8.51441 -2.54928
H 3.39920 2.31950 -0.69634
H 4.33974 3.69258 -1.10049
H 3.07125 3.16362 -2.22824
H 2.56729 4.60968 0.29967
H 1.30148 3.74144 -0.60308
H 3.88338 8.42147 -2.86109
H 2.86839 9.08029 -1.61569
H 2.31202 9.12213 -3.26990
C -2.53713 -1.63501 2.97735
C -3.22282 -2.95945 3.16502
O -4.39908 -3.23081 2.38719
C -5.45763 -2.48257 2.63285
O -5.48997 -1.49984 3.29823
O -6.48422 -3.03305 2.00309
C -7.76007 -2.38975 2.10045
H -3.22390 -0.80383 3.06725
H -2.07664 -1.60711 1.99231
H -1.82886 -1.50819 3.78234
H -3.40481 -3.19938 4.22515
H -2.54046 -3.79634 2.97101
H -8.32653 -2.84328 1.29693
H -7.71758 -1.30719 1.97343
H -8.17672 -2.56304 3.09236
C -2.60005 -3.35288 -1.44601
C -1.72585 -3.19048 -0.22517
O -0.48219 -3.87212 -0.58248
C 0.40865 -4.33512 0.27386
O 0.43853 -4.25603 1.47796
O 1.34200 -4.92678 -0.45080
C 2.27962 -5.69714 0.30679
H -2.21731 -2.76558 -2.27890
H -3.57223 -2.87610 -1.26595
H -2.78874 -4.38773 -1.71976
H -2.17782 -3.60005 0.67721
H -1.52287 -2.12552 -0.08759
H 2.98941 -6.09497 -0.40844
H 1.77334 -6.49075 0.84941
H 2.80380 -5.03730 0.99765
C -2.03979 -0.63320 -4.23541
C -3.50497 -0.61872 -3.90555
O -4.20185 -1.41601 -4.84749
C -5.49023 -1.50002 -4.67416
O -6.08052 -1.20667 -3.68572
O -6.01327 -1.94228 -5.78913
C -7.37845 -2.34710 -5.72232
H -1.70872 -1.66527 -4.10164
H -1.41613 -0.05941 -3.55089
H -1.84728 -0.24610 -5.23437
H -3.88189 0.41034 -3.88875
H -3.68138 -0.99048 -2.89488
H -7.65668 -2.84665 -6.64216
H -7.96876 -1.42825 -5.65610
H -7.59820 -2.98072 -4.86721
C -0.76755 -1.96821 9.34400
C 0.20419 -1.82020 8.20433
O 0.01793 -2.78980 7.17744
C 1.05424 -2.97060 6.37271
O 2.15189 -2.47497 6.47086
O 0.65750 -3.81268 5.42284
C 1.55945 -4.01538 4.34779
H -1.76035 -1.54470 9.21390
H -0.27807 -1.66869 10.26400
H -0.98038 -3.04430 9.43382
H 1.20989 -2.00745 8.58700
H 0.22587 -0.80553 7.81635
H 1.33367 -4.92784 3.80862
H 2.58090 -4.06856 4.71848
H 1.45488 -3.20959 3.61963
C 1.82823 -1.03092 0.83962
C 0.53577 -0.28974 1.08884
O -0.04527 0.03918 -0.17126
S 1.02774 -0.14051 -1.32808
O 1.23048 1.05039 -2.05876
O 0.60421 -1.25918 -2.08177
O 2.27951 -0.43654 -0.39963
H 1.76860 -2.10530 0.69376
H 2.51514 -0.76270 1.63678
H 0.67212 0.67559 1.59286
H -0.11668 -0.77705 1.81721
*
```

Entry 3:
This record from the Open Molecules 2025 dataset describes an isolated molecule of C2H8Si2 at a distorted geometry. The level of theory is ωB97M-V/def2-TZVPD.

Computed properties:
Frontier orbital gap, eV: 10.28
HOMO energy, eV: -9.590
SMILES: C=C[SiH2][SiH3]
Relative energy (zero: lowest compared OMol25 entry of this formula, charge and spin), kJ/mol: 49.8
Calculated total energy, hartree: -659.8861

Geometry as ORCA input:
```
! wB97M-V def2-TZVPD RIJCOSX def2/J DEFGRID3
* xyz 0 1
C -2.21441 0.16984 1.10831
C -0.95866 -0.37102 1.01352
Si 1.67914 0.79644 -1.14192
Si 0.27191 -0.92049 -0.30625
H -2.52687 0.39763 2.11164
H -2.81119 0.66336 0.28235
H -0.37048 -0.40560 1.95046
H 1.32812 2.09587 -1.82311
H 2.50594 1.29787 0.00700
H 2.35254 0.11055 -2.26294
H -0.36116 -1.80059 -1.35632
H 1.10512 -2.03388 0.41725
*
```

Entry 4:
This record from the Open Molecules 2025 dataset describes an isolated molecule of C3H5BrO at a distorted geometry. The level of theory is ωB97M-V/def2-TZVPD.

Computed properties:
Frontier orbital gap (alpha / beta), eV: 6.59 / 7.64
HOMO energy (alpha / beta), eV: -5.724 / -10.365
Relative energy (zero: lowest compared OMol25 entry of this formula, charge and spin), kJ/mol: 30.9
Calculated total energy, hartree: -2766.3761

Geometry as ORCA input:
```
! wB97M-V def2-TZVPD RIJCOSX def2/J DEFGRID3
* xyz 0 3
C -0.13917 1.09936 1.22325
C -0.37323 -1.04157 -0.71491
C 0.19831 0.29312 -0.36326
O -0.17455 2.27281 1.31991
Br 2.11727 0.11444 0.12502
H -0.26365 0.34390 2.00600
H 0.31098 -1.54417 -1.40495
H -1.32841 -0.91890 -1.21828
H -0.49353 -1.67632 0.15854
H 0.14598 1.05733 -1.13131
*
```

Which of these has the highest calculated total energy? C2H8Si2

calculated total energy of number 4 (C3H5BrO)? -2766.3761 hartree

Copy entry 3 word for word.
This record from the Open Molecules 2025 dataset describes an isolated molecule of C2H8Si2 at a distorted geometry. The level of theory is ωB97M-V/def2-TZVPD.

Computed properties:
Frontier orbital gap, eV: 10.28
HOMO energy, eV: -9.590
SMILES: C=C[SiH2][SiH3]
Relative energy (zero: lowest compared OMol25 entry of this formula, charge and spin), kJ/mol: 49.8
Calculated total energy, hartree: -659.8861

Geometry as ORCA input:
```
! wB97M-V def2-TZVPD RIJCOSX def2/J DEFGRID3
* xyz 0 1
C -2.21441 0.16984 1.10831
C -0.95866 -0.37102 1.01352
Si 1.67914 0.79644 -1.14192
Si 0.27191 -0.92049 -0.30625
H -2.52687 0.39763 2.11164
H -2.81119 0.66336 0.28235
H -0.37048 -0.40560 1.95046
H 1.32812 2.09587 -1.82311
H 2.50594 1.29787 0.00700
H 2.35254 0.11055 -2.26294
H -0.36116 -1.80059 -1.35632
H 1.10512 -2.03388 0.41725
*
```

The lowest calculated total energy belongs to which entry? C42H84O34S